No. 1
The following is a DFT calculation (the ωB97M-V functional and the def2-TZVPD basis) of 18 unconnected molecules or ions with the total composition C72H126N18.

Summary:
Kohn-Sham gap, eV: 11.272
HOMO, eV: -10.9
Energy, eV: -103524.59597
Energy relative to the best compared isomer or geometry (same formula, charge and spin), kcal per mole: 86.9

Cartesian coordinates (Å):
1 C -8.8212 2.9236 -3.3653
2 C -7.4175 2.2886 -3.2223
3 C -6.2890 3.1326 -3.8083
4 C -6.1470 4.4662 -3.1878
5 N -5.9116 5.5737 -2.9485
6 H -9.2357 2.7809 -4.4273
7 H -8.8587 3.9856 -3.1014
8 H -9.5219 2.3732 -2.7255
9 H -7.4797 1.3038 -3.7437
10 H -7.2242 2.1119 -2.1310
11 H -6.3665 3.3067 -4.8864
12 H -5.3159 2.6208 -3.6906
13 C -4.1373 4.8638 5.7045
14 C -3.6299 4.1931 6.9878
15 C -2.2070 4.5403 7.3920
16 C -1.2220 4.5532 6.2598
17 N -0.4135 4.6368 5.4655
18 H -3.7480 4.3169 4.8242
19 H -3.8474 5.9549 5.6392
20 H -5.2534 4.9027 5.6747
21 H -3.7545 3.0823 6.8962
22 H -4.2110 4.3991 7.9088
23 H -1.8346 3.7341 8.1007
24 H -2.1776 5.5130 7.8546
25 C -0.9872 -5.8670 -2.4972
26 C -0.0304 -4.7142 -2.9253
27 C 0.5609 -4.8629 -4.3660
28 C 1.2423 -6.1310 -4.6530
29 N 1.5882 -7.1755 -4.9663
30 H -1.7617 -5.8537 -3.2894
31 H -1.4003 -5.7606 -1.5115
32 H -0.4387 -6.7836 -2.6743
33 H 0.7730 -4.6479 -2.1599
34 H -0.6388 -3.8087 -2.8062
35 H 1.2317 -4.0712 -4.7172
36 H -0.2503 -4.7711 -5.0547
37 C -0.2327 5.2129 -2.5964
38 C -1.5192 5.8323 -2.1352
39 C -2.4916 4.7948 -1.4706
40 C -2.7882 3.6784 -2.3871
41 N -2.9617 2.7468 -3.0413
42 H 0.2477 4.7671 -1.6803
43 H 0.5249 5.8645 -3.0717
44 H -0.5312 4.3765 -3.2582
45 H -2.0533 6.2716 -2.9474
46 H -1.4207 6.6460 -1.4167
47 H -3.4017 5.2493 -1.1986
48 H -2.0455 4.3511 -0.6303
49 C -5.2073 0.0371 4.8913
50 C -3.9541 0.0050 3.9939
51 C -2.9373 1.1683 4.1937
52 C -2.3789 1.1022 5.5523
53 N -1.8360 1.0993 6.5580
54 H -5.8206 -0.8102 4.6101
55 H -5.8405 0.9862 4.8098
56 H -5.0362 -0.0027 5.9559
57 H -4.1940 -0.0006 2.9079
58 H -3.4646 -0.9349 4.2461
59 H -3.3613 2.1203 3.9919
60 H -2.1420 1.1783 3.4462
61 C -0.1130 6.0506 1.8366
62 C 1.3822 6.2806 1.8782
63 C 2.1065 5.2459 0.9395
64 C 2.4408 5.7636 -0.3230
65 N 2.7320 6.3145 -1.2790
66 H -0.3401 5.0505 2.2465
67 H -0.5117 6.0943 0.8169
68 H -0.6274 6.8132 2.3791
69 H 1.7384 6.1885 2.8675
70 H 1.5854 7.3384 1.6007
71 H 1.4648 4.3967 0.8486
72 H 3.0367 4.9928 1.4121
73 C 8.2521 -5.0966 0.7712
74 C 7.1481 -5.5959 1.6645
75 C 6.4078 -4.4530 2.3167
76 C 5.8165 -3.6231 1.2333
77 N 5.4363 -2.8084 0.5162
78 H 8.9265 -4.5774 1.4601
79 H 7.8515 -4.4218 -0.0727
80 H 8.7710 -5.9482 0.3517
81 H 7.5439 -6.2629 2.4049
82 H 6.4151 -6.1576 1.0729
83 H 7.0992 -3.8837 2.9713
84 H 5.5868 -4.7448 2.9424
85 C 1.0654 -0.9903 -0.3389
86 C -0.2764 -0.5557 -0.9394
87 C -0.2668 0.6771 -1.7791
88 C -0.0095 1.7701 -0.8621
89 N 0.1419 2.5342 -0.0211
90 H 1.0715 -2.0682 -0.0899
91 H 1.2042 -0.3259 0.5677
92 H 1.8975 -0.8020 -1.1139
93 H -1.0489 -0.4696 -0.1922
94 H -0.6516 -1.3241 -1.6827
95 H -1.2246 0.9844 -2.2792
96 H 0.5152 0.5588 -2.5384
97 C 3.6610 -4.4403 -2.1959
98 C 3.9569 -5.8372 -1.5442
99 C 2.6960 -6.4196 -0.8205
100 C 1.9357 -5.4597 -0.0763
101 N 1.3519 -4.6396 0.5141
102 H 3.3945 -3.7024 -1.4075
103 H 2.8992 -4.5573 -2.9564
104 H 4.4798 -3.9573 -2.7437
105 H 4.7240 -5.7583 -0.7671
106 H 4.2808 -6.6084 -2.2148
107 H 2.9756 -7.2794 -0.2252
108 H 2.0009 -6.8739 -1.5511
109 C 7.5318 -1.0699 3.0928
110 C 6.3703 -1.2527 3.8863
111 C 6.5234 -0.6210 5.3266
112 C 6.6829 0.8361 5.3110
113 N 6.7017 1.9612 5.0611
114 H 7.4079 -1.4418 2.1026
115 H 8.3382 -1.5266 3.7266
116 H 7.7825 -0.0276 2.9639
117 H 6.0754 -2.3250 4.0519
118 H 5.4780 -0.7698 3.5495
119 H 7.3095 -1.1738 5.8708
120 H 5.6312 -0.6978 5.8858
121 C 1.7462 0.9397 -5.1639
122 C 2.3160 -0.4917 -5.3335
123 C 1.9150 -1.3931 -4.0901
124 C 0.4181 -1.5583 -4.0817
125 N -0.7247 -1.4359 -4.1809
126 H 0.6184 0.8085 -5.2614
127 H 2.0328 1.5503 -5.9934
128 H 1.9491 1.4043 -4.2180
129 H 3.3899 -0.4841 -5.4237
130 H 1.8992 -0.9966 -6.2273
131 H 2.1737 -0.8336 -3.1810
132 H 2.4053 -2.3549 -4.0790
133 C 5.0858 2.9831 -1.8658
134 C 5.4305 2.0872 -0.6913
135 C 4.4377 0.9331 -0.5023
136 C 4.5618 -0.0550 -1.5904
137 N 4.6083 -0.8781 -2.3634
138 H 5.8481 3.7302 -2.0089
139 H 4.1056 3.5211 -1.7273
140 H 5.1233 2.4069 -2.8135
141 H 5.5065 2.7114 0.2302
142 H 6.4936 1.6903 -0.7635
143 H 3.4395 1.3237 -0.5525
144 H 4.7072 0.3456 0.3969
145 C -4.8573 -1.7541 -2.6889
146 C -3.6365 -1.2081 -3.3466
147 C -3.5355 -1.7663 -4.7782
148 C -3.0933 -3.1472 -4.8229
149 N -2.7038 -4.2360 -4.9248
150 H -5.0633 -1.2052 -1.7529
151 H -4.8292 -2.8433 -2.4887
152 H -5.6689 -1.5732 -3.3847
153 H -2.6947 -1.5229 -2.8388
154 H -3.6910 -0.0726 -3.3651
155 H -2.8039 -1.1838 -5.3385
156 H -4.4898 -1.7293 -5.2242
157 C -4.3411 3.7062 1.5929
158 C -5.2061 3.2621 0.4455
159 C -5.5545 1.7479 0.3733
160 C -4.4655 0.9503 -0.0809
161 N -3.5120 0.3565 -0.3557
162 H -4.2535 4.7694 1.7062
163 H -3.3342 3.3690 1.4507
164 H -4.7390 3.3086 2.5225
165 H -4.8156 3.6063 -0.5671
166 H -6.1507 3.8743 0.5415
167 H -6.4225 1.6055 -0.2808
168 H -5.9041 1.3490 1.3122
169 C -1.2163 0.6687 -7.5705
170 C -1.7498 2.1124 -7.2702
171 C -2.8400 2.1302 -6.1828
172 C -4.1144 1.5184 -6.6071
173 N -5.1357 1.1245 -6.9232
174 H -1.1353 0.2056 -6.5917
175 H -0.2665 0.6928 -8.0879
176 H -1.8912 0.0011 -8.1113
177 H -2.0841 2.7162 -8.1046
178 H -0.9094 2.6002 -6.8281
179 H -3.0715 3.1358 -5.8245
180 H -2.5593 1.6114 -5.2868
181 C 3.0238 2.1352 2.3816
182 C 1.8666 2.4900 3.1823
183 C 1.6516 1.4703 4.3937
184 C 1.1164 0.1638 3.9843
185 N 0.6252 -0.7901 3.6381
186 H 3.8882 2.1183 3.0311
187 H 3.0971 2.7222 1.4650
188 H 2.9257 1.0431 2.1759
189 H 0.9513 2.5916 2.5993
190 H 2.0523 3.4371 3.6388
191 H 0.8946 1.8705 5.0780
192 H 2.5736 1.2355 4.9536
193 C 2.9536 -3.8249 4.7358
194 C 1.7614 -4.3200 3.8852
195 C 1.6306 -5.8660 3.7773
196 C 2.7979 -6.2387 2.9207
197 N 3.7426 -6.3144 2.2962
198 H 2.9977 -4.3123 5.7410
199 H 2.7840 -2.7588 4.8820
200 H 3.9523 -3.9033 4.2519
201 H 1.7883 -3.9749 2.8749
202 H 0.8272 -3.9579 4.3945
203 H 0.6433 -6.0240 3.3276
204 H 1.7396 -6.3565 4.7405
205 C -1.7128 -3.2531 2.7814
206 C -2.1465 -3.7595 1.4731
207 C -3.2223 -2.9149 0.8104
208 C -4.4586 -2.9054 1.5991
209 N -5.4069 -2.9596 2.2418
210 H -2.4122 -3.4728 3.6024
211 H -1.4525 -2.1778 2.8654
212 H -0.8302 -3.8336 3.1118
213 H -2.5092 -4.8357 1.4231
214 H -1.3614 -3.7355 0.7639
215 H -3.3985 -3.2080 -0.2164
216 H -2.8951 -1.8665 0.7633


No. 2
The following is a DFT calculation (the ωB97M-V functional and the def2-TZVPD basis) of 4 unconnected molecules or ions with the total composition C24H36BrO13PS.

Summary:
Kohn-Sham gap, eV: 6.714
HOMO, eV: -9.0
Energy, eV: -142246.09370
SMILES: C#CC1=C([PH2]=S)C(=O)C(Br)=C(OCCOCC)C1=O.CCOC(=O)OC.CCOC(=O)OC.CCOC(=O)OC

Cartesian coordinates (Å):
1 C 0.4990 1.0799 -3.0771
2 C 0.9028 2.2359 -2.5637
3 C 0.9057 3.6937 -1.8614
4 C 1.5886 4.8268 -2.4688
5 P 2.5673 4.7455 -4.0894
6 S 3.8405 3.2332 -4.0677
7 C 1.4766 6.2334 -1.6404
8 O 1.2515 7.3511 -2.2075
9 C 1.6292 6.0650 -0.0205
10 Br 2.6979 7.3981 1.0220
11 C 0.9622 4.9227 0.5916
12 O 1.0462 4.6469 2.0120
13 C 2.4097 4.1536 2.2356
14 C 2.4882 2.7068 2.9615
15 O 1.2131 2.1728 3.4006
16 C 0.7601 2.8406 4.6251
17 C -0.8227 3.2121 4.3779
18 C 0.1494 3.9372 -0.4302
19 O -0.9867 3.4262 -0.1638
20 H -0.0214 0.1976 -3.6243
21 H 3.4083 5.9348 -4.1092
22 H 1.7587 4.7327 -5.2757
23 H 2.9584 4.9073 2.9340
24 H 3.0491 4.0832 1.2747
25 H 2.8946 1.9597 2.1632
26 H 3.2693 2.7692 3.8074
27 H 1.3849 3.7952 4.8293
28 H 0.8822 2.1785 5.5764
29 H -0.8961 4.2416 3.8635
30 H -1.3672 3.1721 5.3899
31 H -1.2061 2.4111 3.6232
32 C -3.2862 -3.8470 4.6628
33 C -4.1728 -2.6971 4.2145
34 O -3.4256 -1.4787 4.1125
35 C -2.6400 -1.3671 3.0263
36 O -2.5206 -2.1900 2.1452
37 O -1.9840 -0.1939 3.1015
38 C -1.0320 0.0042 2.0566
39 H -2.7701 -3.5908 5.5921
40 H -3.8811 -4.7496 4.8240
41 H -2.5184 -4.0683 3.9201
42 H -4.9511 -2.5267 4.9646
43 H -4.6790 -2.9211 3.2701
44 H -1.4901 -0.1226 1.0728
45 H -0.1929 -0.6839 2.1824
46 H -0.6565 1.0258 2.1316
47 C 8.2060 -2.6806 -4.1199
48 C 7.5517 -1.9036 -5.2501
49 O 6.1275 -1.8790 -5.1025
50 C 5.6528 -1.0298 -4.1722
51 O 6.3146 -0.2970 -3.4711
52 O 4.3129 -1.1568 -4.1335
53 C 3.6887 -0.3824 -3.1098
54 H 7.7733 -3.6820 -4.0452
55 H 9.2821 -2.7702 -4.2888
56 H 8.0477 -2.1903 -3.1584
57 H 7.7606 -2.4033 -6.2010
58 H 7.9505 -0.8871 -5.3260
59 H 3.9780 0.6691 -3.1751
60 H 3.9406 -0.7910 -2.1282
61 H 2.6088 -0.4510 -3.2471
62 C -8.4669 -3.8621 -0.9300
63 C -7.8762 -5.2502 -1.1138
64 O -6.5042 -5.1777 -1.5176
65 C -5.6255 -4.8745 -0.5441
66 O -5.8925 -4.6695 0.6198
67 O -4.3982 -4.8084 -1.0929
68 C -3.3805 -4.3897 -0.1832
69 H -8.3255 -3.2647 -1.8348
70 H -9.5355 -3.9261 -0.7099
71 H -7.9782 -3.3284 -0.1137
72 H -8.4126 -5.7684 -1.9146
73 H -7.9820 -5.8577 -0.2096
74 H -3.3719 -5.0104 0.7157
75 H -3.5227 -3.3387 0.0764
76 H -2.4164 -4.4961 -0.6838


No. 3
The following is a DFT calculation (the ωB97M-V functional and the def2-TZVPD basis) of 2 unconnected molecules or ions with the total composition C2H2Cl2F2.

Summary:
Kohn-Sham gap, eV: 9.494
HOMO, eV: -9.5
Energy, eV: -32582.71589
Energy relative to the best compared isomer or geometry (same formula, charge and spin), kcal per mole: 81.0

Cartesian coordinates (Å):
1 C -0.3373 0.5604 -0.2303
2 C -3.9923 -0.5925 0.3315
3 F -0.7176 1.5301 -1.0748
4 F -4.0736 -1.1287 -0.7995
5 Cl -1.5017 -0.7295 -0.0412
6 Cl -4.1617 1.1104 0.2760
7 H 0.6435 0.2925 -0.5750
8 H -0.1891 1.0780 0.6703


No. 4
The following is a DFT calculation (the ωB97M-V functional and the def2-TZVPD basis) of a molecular structure, C4H4O2S.

Summary:
Kohn-Sham gap, eV: 8.202
HOMO, eV: -8.1
Energy, eV: -19139.38990
Energy relative to the best compared isomer or geometry (same formula, charge and spin), kcal per mole: 83.0

Cartesian coordinates (Å):
1 C 1.1015 -0.2201 0.5827
2 C 0.2563 -1.2771 0.4437
3 C -0.8128 -0.7120 -0.3323
4 C -0.5274 0.6409 -0.7008
5 H 2.4484 1.1369 1.4228
6 H 0.5040 -2.3822 0.6080
7 H -1.5841 -1.2818 -0.8648
8 H -2.8604 1.1695 -0.7373
9 O 2.4435 0.0026 0.8575
10 O 0.7307 0.9815 -0.0629
11 S -1.6997 1.9417 -1.2166


no.,F_max (eV Å⁻¹)
1,4.763
2,7.070
3,2.964
4,5.955